1.
A single C5H6O molecule in a non-equilibrium geometry. Source: the Open Molecules 2025 dataset; level of theory: ωB97M-V/def2-TZVPD.

Geometry (Å):
C: -0.49 -2.16 1.64
C: -0.39 -1.90 0.47
C: -0.16 -0.92 -0.58
O: -0.49 -1.09 -1.73
C: 0.53 0.33 -0.05
C: 0.11 1.63 -0.73
H: -0.58 -2.35 2.67
H: 0.33 0.33 1.02
H: 1.61 0.13 -0.16
H: 0.86 2.43 -0.57
H: -0.77 1.99 -0.20
H: -0.16 1.42 -1.79

- max |F| (eV Å⁻¹) = 1.10
- charge = 0
- SMILES = C#CC(=O)CC
- HOMO-LUMO gap (eV) = 10.662
- ΔE to the lowest compared entry with this formula, charge and spin (kJ/mol) = 203.7

Electronic structure analysis, natural (NBO) charges in units of e: -0.15, -0.11, 0.51, -0.50, -0.48, -0.62, 0.24, 0.22, 0.23, 0.22, 0.21, 0.24

2.
A single C4H10N2O molecule in a non-equilibrium geometry. Source: the Open Molecules 2025 dataset; level of theory: ωB97M-V/def2-TZVPD.

Geometry (Å):
C: 1.58 0.34 -0.78
N: 0.70 0.07 0.39
C: 1.46 0.02 1.53
O: 2.49 -0.60 1.74
C: -0.40 -0.83 0.12
C: -1.51 -0.22 -0.74
N: -2.36 0.62 0.14
H: 1.14 0.73 -1.72
H: 2.30 1.13 -0.47
H: 2.09 -0.58 -1.08
H: 0.72 -0.01 2.36
H: -0.86 -1.09 1.06
H: 0.09 -1.57 -0.52
H: -2.12 -0.93 -1.28
H: -1.03 0.49 -1.43
H: -2.51 1.54 -0.25
H: -1.78 0.90 0.93

- max |F| (eV Å⁻¹) = 6.20
- charge = 0
- SMILES = CN(C=O)CCN
- HOMO-LUMO gap (eV) = 10.204
- ΔE to the lowest compared entry with this formula, charge and spin (kJ/mol) = 288.3

Electronic structure analysis, natural (NBO) charges in units of e: -0.44, -0.49, 0.54, -0.54, -0.22, -0.23, -0.83, 0.21, 0.22, 0.19, 0.09, 0.22, 0.20, 0.20, 0.18, 0.35, 0.34